# 1
A cluster of 6 separate species, C32H59Cl10I2O8P2 in total in a non-equilibrium geometry, computed with ωB97M-V with the def2-TZVPD basis set.

ORCA input file:
```
! RIJCOSX wB97M-V def2-TZVPD def2/J DEFGRID3
* xyz -1 1
C -2.606 4.087 -0.157
C -1.398 3.360 0.404
I -0.291 2.654 -1.322
C -1.624 2.162 1.337
I -3.576 1.269 1.119
C -1.184 2.495 2.792
C -1.741 3.848 3.302
C -0.698 4.950 3.501
C -1.296 6.359 3.411
C -1.756 6.783 2.036
O -0.715 6.816 1.065
O 0.206 2.506 2.639
P 1.150 1.909 4.031
C 1.562 0.282 3.100
C 1.329 -0.959 3.937
O 2.358 -1.940 3.737
C 1.943 -3.241 4.048
C 2.891 -4.287 3.453
O 3.385 -3.984 2.153
C 2.467 -4.152 1.143
C 1.774 -3.066 0.610
C 0.872 -3.272 -0.439
C 0.639 -4.549 -0.990
C -0.340 -4.759 -2.149
C -0.965 -6.163 -2.026
C -1.529 -3.765 -2.075
C 0.350 -4.750 -3.536
C 1.483 -3.768 -3.898
C 2.840 -4.222 -3.305
C 1.617 -3.855 -5.430
C 1.193 -2.296 -3.556
C 1.345 -5.616 -0.426
C 2.245 -5.428 0.624
O -0.362 1.166 4.592
C -1.427 1.257 3.696
P -2.926 1.224 4.773
O -3.985 2.202 4.467
O -3.440 -0.296 4.750
O -2.362 1.290 6.255
H -3.066 3.502 -0.945
H -2.291 5.029 -0.602
H -3.335 4.321 0.617
H -0.734 4.046 0.914
H -0.959 1.359 1.052
H -2.529 4.199 2.639
H -2.235 3.704 4.257
H 0.130 4.856 2.800
H -0.274 4.854 4.495
H -0.568 7.078 3.791
H -2.161 6.411 4.077
H -2.570 6.149 1.685
H -2.156 7.796 2.088
H -0.002 6.242 1.356
H 2.314 2.574 3.496
H 1.918 1.427 5.167
H 0.798 3.076 4.794
H 0.921 0.236 2.218
H 2.586 0.313 2.730
H 1.294 -0.693 4.998
H 0.359 -1.407 3.700
H 0.919 -3.424 3.705
H 1.960 -3.368 5.136
H 3.787 -4.373 4.064
H 2.406 -5.265 3.442
H 1.948 -2.076 0.997
H 0.351 -2.416 -0.839
H -1.466 -6.290 -1.070
H -0.237 -6.955 -2.190
H -1.708 -6.275 -2.816
H -1.505 -3.150 -1.183
H -2.465 -4.318 -2.027
H -1.596 -3.129 -2.952
H -0.435 -4.627 -4.285
H 0.765 -5.748 -3.695
H 3.564 -4.441 -4.084
H 3.265 -3.441 -2.679
H 2.715 -5.096 -2.672
H 2.392 -3.175 -5.780
H 1.925 -4.860 -5.725
H 0.676 -3.626 -5.930
H 1.522 -1.665 -4.383
H 1.754 -1.955 -2.693
H 0.139 -2.083 -3.416
H 1.220 -6.625 -0.787
H 2.773 -6.271 1.046
H -1.459 0.386 3.027
H -3.296 -0.666 3.872
H -1.588 1.867 6.294
C 6.302 -5.039 -6.717
Cl 5.922 -5.145 -4.995
Cl 4.977 -4.359 -7.668
H 7.169 -4.400 -6.834
H 6.505 -6.038 -7.082
C -5.067 7.260 -1.101
Cl -5.252 7.080 0.647
Cl -5.131 5.717 -1.952
H -5.881 7.879 -1.459
H -4.108 7.725 -1.304
C 3.701 -4.576 7.380
Cl 4.239 -5.208 8.943
Cl 2.624 -5.694 6.536
H 3.165 -3.650 7.550
H 4.573 -4.409 6.760
C -3.604 6.561 -5.921
Cl -3.673 7.540 -4.453
Cl -3.804 4.834 -5.596
H -4.406 6.878 -6.576
H -2.634 6.697 -6.388
C -1.898 5.262 -9.069
Cl -0.817 6.187 -8.015
Cl -1.175 3.743 -9.600
H -2.800 5.033 -8.512
H -2.117 5.863 -9.942
*
```

For the LUMO energy, the calculation gives 1.69 eV. Its HOMO-LUMO gap is 0.2527 Eh. The calculation puts the HOMO energy at -5.183 eV. The total energy comes out at -210526.7259 eV.



# 2
A cluster of 5 separate species, C32H59ClNO11P in total in a non-equilibrium geometry, computed with ωB97M-V with the def2-TZVPD basis set.

ORCA input file:
```
! RIJCOSX wB97M-V def2-TZVPD def2/J DEFGRID3
* xyz 0 1
C -2.131 0.637 1.191
C -1.205 1.382 1.122
C -0.041 2.301 0.744
C 1.405 1.760 1.153
C 1.275 1.466 2.679
N 1.702 0.468 0.530
C 1.157 0.221 -0.692
C 0.809 0.043 -1.833
C 2.522 2.828 0.872
C 3.878 2.489 1.553
C 4.559 1.203 1.032
C 4.620 0.042 2.040
C 5.307 -1.178 1.388
C 4.258 -2.099 0.730
O 4.250 -1.850 -0.680
C 3.313 -2.736 -1.295
O 2.693 2.769 -0.539
C 3.473 3.721 -1.169
Cl 2.406 4.913 -2.042
C 4.261 3.025 -2.316
O 4.936 1.873 -1.855
O 4.525 0.800 -2.693
P 2.117 4.530 1.542
O 3.293 5.408 1.544
O 0.933 5.275 0.747
O 1.622 4.445 3.086
H -2.974 0.023 1.405
H -0.098 2.561 -0.315
H -0.269 3.219 1.296
H 2.227 1.336 3.194
H 0.729 0.526 2.813
H 0.634 2.211 3.153
H 1.609 -0.305 1.169
H 0.616 -0.256 -2.837
H 4.580 3.308 1.368
H 3.807 2.465 2.647
H 5.581 1.454 0.725
H 4.086 0.808 0.130
H 3.620 -0.187 2.419
H 5.264 0.375 2.868
H 5.902 -1.719 2.131
H 5.994 -0.849 0.599
H 3.269 -1.820 1.123
H 4.466 -3.166 0.897
H 2.504 -2.991 -0.599
H 3.857 -3.658 -1.557
H 2.904 -2.295 -2.206
H 4.199 4.258 -0.558
H 5.013 3.741 -2.673
H 3.554 2.776 -3.108
H 4.567 0.025 -2.108
H 0.177 5.453 1.324
H 2.220 4.988 3.615
C -1.690 -4.508 -4.287
C -1.134 -4.622 -2.877
C -0.085 -3.522 -2.862
O -0.550 -2.502 -3.751
C -1.655 -3.005 -4.514
H -2.687 -4.932 -4.402
H -1.021 -5.010 -4.993
H -1.920 -4.400 -2.151
H -0.722 -5.604 -2.644
H 0.879 -3.886 -3.237
H 0.068 -3.097 -1.868
H -2.567 -2.528 -4.143
H -1.525 -2.739 -5.563
C -2.347 7.505 -1.297
C -3.675 7.980 -0.722
C -4.116 6.769 0.087
O -2.921 6.123 0.539
C -1.794 6.674 -0.152
H -1.681 8.314 -1.594
H -2.524 6.871 -2.169
H -3.509 8.833 -0.059
H -4.402 8.273 -1.478
H -4.673 6.059 -0.532
H -4.732 7.038 0.946
H -1.234 7.297 0.556
H -1.145 5.867 -0.494
C -5.950 -7.209 -2.914
C -5.399 -7.328 -1.499
C -4.351 -6.228 -1.481
O -4.812 -5.205 -2.370
C -5.913 -5.705 -3.137
H -6.947 -7.632 -3.035
H -5.279 -7.709 -3.618
H -6.186 -7.108 -0.774
H -4.989 -8.310 -1.268
H -3.387 -6.591 -1.855
H -4.201 -5.806 -0.487
H -6.827 -5.226 -2.770
H -5.779 -5.436 -4.186
C -0.624 -1.642 4.149
C -1.609 -0.853 4.988
C -2.898 -1.620 4.755
O -2.520 -2.990 4.546
C -1.100 -3.068 4.353
H 0.415 -1.508 4.454
H -0.708 -1.337 3.102
H -1.340 -0.902 6.046
H -1.670 0.197 4.703
H -3.417 -1.269 3.857
H -3.586 -1.556 5.599
H -0.655 -3.512 5.250
H -0.880 -3.715 3.503
*
```

For the LUMO energy, the calculation gives 0.41 eV. Its HOMO-LUMO gap is 0.3244 Eh. Its SMILES is C#CC[C@@](C)(NC#C)[C@@](CCCCCOC)(O[C@H](Cl)COO)P(=O)(O)O.C1CCOC1.C1CCOC1.C1CCOC1.C1CCOC1. The calculation puts the HOMO energy at -8.419 eV. The total energy comes out at -79957.4857 eV.



# 3
A cluster of 10 separate species, C32H60Cl2F6N10O8S2 in total in a non-equilibrium geometry, computed with ωB97M-V with the def2-TZVPD basis set.

ORCA input file:
```
! RIJCOSX wB97M-V def2-TZVPD def2/J DEFGRID3
* xyz 3 2
C -4.126 -5.286 -3.058
C -4.846 -5.231 -1.651
O -4.310 -5.236 -0.546
N -6.281 -4.765 -1.596
H -6.235 -3.820 -1.243
H -6.597 -4.540 -2.529
C -7.245 -5.732 -0.904
H -3.205 -5.853 -2.921
H -3.874 -4.316 -3.487
H -4.572 -5.943 -3.805
H -7.524 -6.579 -1.531
H -8.120 -5.103 -0.739
H -6.713 -6.077 -0.018
C 5.041 2.177 0.939
C 4.826 3.621 1.361
O 5.106 4.506 0.595
N 4.155 3.965 2.664
H 3.199 4.261 2.525
H 3.859 3.111 3.114
C 5.012 4.939 3.555
H 5.367 1.808 1.912
H 5.807 1.840 0.241
H 4.107 1.629 0.811
H 4.872 5.916 3.093
H 6.043 4.585 3.540
H 4.562 5.064 4.540
C 0.343 -2.843 4.852
C 0.377 -1.346 4.682
N -0.822 -0.702 4.318
C -0.851 0.644 3.924
C -2.173 1.025 3.899
N -2.925 -0.033 4.353
C -2.086 -1.006 4.688
C -4.287 0.036 4.579
H 1.299 -3.315 5.077
H -0.199 -3.381 4.074
H -0.394 -3.040 5.630
H 1.094 -1.291 3.863
H 0.817 -0.877 5.563
H 0.119 1.037 3.657
H -2.615 1.980 3.657
H -2.454 -1.967 5.015
H -4.529 0.817 5.301
H -4.663 -0.916 4.952
H -4.779 0.356 3.660
C -2.493 -2.793 1.193
C -2.457 -1.832 -0.008
N -1.366 -0.840 0.146
C -0.009 -1.124 0.220
C 0.631 0.066 0.342
N -0.307 1.056 0.462
C -1.560 0.520 0.333
C -0.101 2.433 0.604
H -3.532 -3.122 1.166
H -2.473 -2.285 2.157
H -1.820 -3.645 1.101
H -3.383 -1.259 -0.059
H -2.415 -2.422 -0.923
H 0.253 -2.100 -0.161
H 1.704 0.185 0.299
H -2.461 1.099 0.195
H -0.346 2.944 -0.327
H 0.971 2.548 0.767
H -0.714 2.874 1.391
C -0.931 2.109 -4.028
C -0.901 3.366 -4.891
N -0.906 4.608 -4.216
C -0.092 4.993 -3.127
C -0.599 6.165 -2.638
N -1.578 6.599 -3.483
C -1.774 5.688 -4.494
C -2.332 7.795 -3.263
H -1.020 1.229 -4.665
H -1.821 2.045 -3.401
H -0.011 2.050 -3.447
H -1.702 3.347 -5.630
H 0.028 3.440 -5.456
H 0.600 4.267 -2.726
H -0.288 6.738 -1.777
H -2.500 5.703 -5.294
H -2.554 7.997 -2.215
H -3.333 7.701 -3.684
H -1.735 8.592 -3.705
C 7.463 -1.170 1.758
C 6.870 -2.528 1.219
N 5.378 -2.561 1.058
C 4.712 -2.732 -0.111
C 3.376 -3.060 0.183
N 3.304 -3.132 1.512
C 4.503 -2.640 2.058
C 2.126 -3.630 2.170
H 7.788 -0.590 0.895
H 8.412 -1.327 2.272
H 6.757 -0.646 2.401
H 7.249 -3.395 1.759
H 7.237 -2.731 0.213
H 5.280 -2.911 -1.012
H 2.534 -3.287 -0.454
H 4.708 -2.518 3.111
H 2.230 -3.811 3.240
H 2.005 -4.613 1.713
H 1.354 -2.878 2.005
Cl -4.525 2.704 1.403
Cl 0.188 -4.733 -0.799
C 3.558 0.694 -2.708
F 4.507 0.352 -3.616
F 2.394 0.226 -3.070
F 3.776 0.113 -1.506
S 3.358 2.583 -2.447
O 4.758 3.073 -2.432
O 2.568 3.068 -3.561
O 2.772 2.714 -1.130
C -3.848 -1.055 -3.299
F -2.660 -0.830 -2.905
F -4.412 -1.953 -2.443
F -4.564 0.054 -3.258
S -3.852 -1.809 -5.100
O -5.171 -2.447 -5.295
O -3.599 -0.649 -5.967
O -2.786 -2.799 -5.219
*
```

As for the expectation value of S²: 0.768. For the LUMO energy (alpha / beta), the calculation gives -7.07 / -10.69 eV. Its HOMO-LUMO gap (alpha / beta) is 0.2165 / 0.0833 Eh. The calculation puts the HOMO energy (alpha / beta) at -12.962 / -12.962 eV. The total energy comes out at -128427.5732 eV.



# 4
A structure of composition C32H61BGeLaN6Se in a non-equilibrium geometry, computed with ωB97M-V with the def2-TZVPD basis set.

ORCA input file:
```
! RIJCOSX wB97M-V def2-TZVPD def2/J DEFGRID3
* xyz 1 1
La -0.735 1.353 -0.086
C -3.069 2.437 -4.268
C -3.310 1.916 -2.846
C -2.651 2.854 -1.825
C -2.793 0.504 -2.711
C -3.215 -0.582 -3.421
C -2.475 -1.647 -2.937
C -2.750 -3.044 -3.451
C -3.411 -3.873 -2.354
C -1.537 -3.715 -4.079
N -1.608 -1.195 -1.968
N -1.848 0.111 -1.847
B -0.501 -1.938 -1.067
N -0.947 -1.934 0.446
N -1.124 -0.780 1.082
C -1.520 -1.004 2.342
C -1.603 -2.354 2.543
C -1.238 -2.943 1.340
C -1.214 -4.480 1.256
C -2.629 -5.041 1.478
C -0.590 -5.165 0.039
C -1.811 0.071 3.360
C -1.541 1.471 2.790
C -3.265 -0.028 3.837
N 0.940 -1.249 -1.225
N 1.103 0.054 -0.995
C 2.371 0.423 -1.212
C 3.085 -0.674 -1.588
C 2.184 -1.728 -1.583
C 2.712 -3.129 -1.855
C 3.127 -3.793 -0.538
C 1.865 -4.025 -2.745
C 2.904 1.827 -1.051
C 4.011 1.858 0.009
C 1.788 2.810 -0.673
H -3.475 3.465 -4.373
H -3.580 1.789 -5.011
H -1.982 2.456 -4.498
H -4.404 1.907 -2.649
H -1.552 2.900 -1.984
H -2.850 2.496 -0.792
H -3.068 3.879 -1.921
H -3.986 -0.604 -4.181
H -3.503 -2.977 -4.269
H -2.788 -3.894 -1.454
H -3.621 -4.904 -2.708
H -4.375 -3.403 -2.061
H -0.766 -3.904 -3.336
H -1.122 -3.078 -4.889
H -1.830 -4.694 -4.516
H -0.433 -3.036 -1.399
H -1.886 -2.853 3.461
H -0.580 -4.810 2.110
H -3.306 -4.737 0.654
H -3.058 -4.678 2.435
H -2.604 -6.151 1.527
H -1.143 -5.026 -0.897
H -0.553 -6.262 0.212
H 0.444 -4.834 -0.084
H -1.138 -0.083 4.231
H -2.196 1.674 1.915
H -0.479 1.556 2.472
H -1.732 2.244 3.565
H -3.966 0.118 2.987
H -3.469 0.746 4.608
H -3.458 -1.023 4.293
H 4.144 -0.713 -1.814
H 3.664 -3.004 -2.421
H 2.282 -3.876 0.164
H 3.898 -3.172 -0.033
H 3.564 -4.797 -0.726
H 0.978 -4.386 -2.215
H 2.445 -4.934 -3.013
H 1.595 -3.496 -3.683
H 3.333 2.150 -2.025
H 3.615 1.535 0.997
H 4.421 2.886 0.105
H 4.845 1.183 -0.279
H 1.327 2.530 0.299
H 1.000 2.814 -1.456
H 2.196 3.840 -0.590
C 3.544 5.875 4.585
Ge 2.557 5.110 3.096
C 3.742 4.935 1.566
C 1.079 6.286 2.636
C 1.870 3.366 3.620
Se 0.853 2.575 2.153
C 2.304 1.382 1.635
H 3.936 6.872 4.294
H 4.390 5.207 4.848
H 2.870 5.982 5.459
H 4.133 5.935 1.287
H 3.181 4.506 0.710
H 4.588 4.267 1.828
H 1.476 7.282 2.351
H 0.406 6.392 3.511
H 0.514 5.855 1.784
H 1.206 3.466 4.503
H 2.712 2.707 3.917
H 3.225 1.963 1.424
H 2.012 0.862 0.699
H 2.475 0.621 2.423
H -2.624 2.344 0.713
*
```

For the LUMO energy, the calculation gives -2.29 eV. Its HOMO-LUMO gap is 0.2645 Eh. The calculation puts the HOMO energy at -9.490 eV. The total energy comes out at -166500.9794 eV. The value obtained for the energy above the lowest of the compared OMol25 structures with the same formula, charge and spin is 159.40 kJ/mol.